# 1
{
  "formula": "C28H27AlClN5O4S2",
  "method": "the ωB97M-V functional and the def2-TZVPD basis",
  "elements": ["Cl", "S", "S", "Al", "O", "O", "O", "O", "N", "N", "N", "N", "N", "C", "C", "C", "C", "C", "C", "C", "C", "C", "C", "C", "C", "C", "C", "C", "C", "C", "C", "C", "C", "C", "C", "C", "C", "C", "C", "C", "C", "H", "H", "H", "H", "H", "H", "H", "H", "H", "H", "H", "H", "H", "H", "H", "H", "H", "H", "H", "H", "H", "H", "H", "H", "H", "H", "H"],
  "positions_angstrom": [[-0.136, 2.223, -2.038], [1.949, -1.383, -1.937], [-2.537, -0.479, -1.438], [-0.270, -0.805, -1.480], [-1.289, 2.312, -1.248], [-0.282, 2.831, -3.284], [0.989, 2.677, -1.339], [0.106, 0.759, -2.299], [0.088, -0.006, 0.438], [1.974, 3.487, 3.458], [0.095, 3.124, 4.603], [-0.289, -2.958, -1.004], [-1.646, -2.443, -3.361], [-2.737, 1.061, -3.703], [0.545, 1.813, 2.502], [1.951, -2.297, -0.438], [-0.373, -3.109, -3.522], [1.467, 5.734, 6.836], [0.526, 4.800, 6.452], [3.069, -2.316, 0.388], [-2.386, -0.167, -3.169], [1.868, -3.617, 1.996], [-1.564, -3.366, -0.428], [1.958, 4.318, 4.530], [-1.990, 0.334, -5.863], [1.291, 0.552, 0.611], [2.889, 5.274, 4.927], [-0.712, 1.233, 2.316], [-0.888, 0.337, 1.283], [0.030, -3.784, -2.194], [0.758, -3.631, 1.165], [3.031, -2.981, 1.598], [-1.860, -1.173, -3.992], [0.864, 2.795, 3.510], [-2.536, 1.311, -5.048], [0.776, 4.100, 5.281], [-1.678, -0.914, -5.343], [1.563, 1.436, 1.625], [2.627, 5.963, 6.088], [0.793, -2.990, -0.062], [-2.774, -3.333, -3.603], [-0.470, -4.753, -2.091], [-0.789, 2.731, 4.877], [1.106, -3.966, -2.230], [3.907, -2.999, 2.228], [-0.381, -3.875, -4.313], [2.542, 1.864, 1.750], [-1.566, -4.424, -0.148], [3.960, -1.797, 0.071], [-2.347, -3.172, -1.154], [1.814, -4.110, 2.953], [-1.804, 0.548, -6.906], [-1.552, 1.499, 2.936], [1.305, 6.304, 7.739], [-3.134, 1.824, -3.050], [-2.787, 2.282, -5.447], [-0.129, -4.148, 1.499], [2.058, 0.290, -0.105], [-1.277, -1.683, -5.989], [-3.690, -2.863, -3.248], [-0.369, 4.621, 7.029], [-1.770, -2.750, 0.446], [-2.628, -4.270, -3.068], [-2.884, -3.563, -4.671], [3.774, 5.445, 4.338], [-1.856, -0.103, 1.094], [3.328, 6.707, 6.431], [0.379, -2.358, -3.786]],
  "forces_ev_per_angstrom": [[0.0056, -0.3195, 0.2792], [-0.0978, 0.1270, 0.0163], [-0.0971, -0.0880, 0.2724], [-0.2237, -0.2643, 1.1619], [-1.2498, 0.3136, 0.7899], [-0.0393, 0.5534, -1.3069], [1.3504, 0.5058, 0.5573], [0.4747, 0.1046, -0.8216], [-0.0027, -0.1104, -0.5855], [-0.0658, -0.4655, -0.6441], [-0.1262, -0.1916, -0.2390], [-0.0359, 0.4433, 0.2037], [0.0220, -0.1554, -0.7480], [-0.1704, -0.0090, -0.1409], [-0.1587, -0.7505, -0.7520], [0.2074, -0.2371, -0.3066], [0.1693, 0.0118, 0.0746], [-0.1468, -0.0743, 0.0933], [-0.1987, -0.0100, 0.0715], [-0.1495, -0.0418, -0.0588], [-0.2439, -0.2283, -0.0222], [0.0051, -0.0055, 0.0389], [-0.4526, -0.0387, 0.1372], [-0.6559, 0.1104, 0.6576], [0.0425, -0.0020, -0.0976], [0.3267, 0.0567, 0.2064], [-0.1164, -0.1184, 0.1047], [0.3510, 0.0903, 0.0690], [-0.2333, -0.0609, 0.0633], [0.1814, -0.1264, -0.8992], [-0.2066, -0.0337, 0.0144], [-0.0026, -0.0544, 0.1038], [-0.2932, 0.1817, 0.0994], [0.3826, 0.6124, 0.5413], [-0.0238, -0.0419, 0.0401], [0.7987, 0.3797, -0.0883], [0.1942, -0.0748, 0.0318], [-0.3419, 0.0475, 0.3424], [0.1218, 0.1430, -0.0412], [0.7393, -0.1255, 0.3501], [-0.0536, 0.0580, 0.0765], [0.0008, 0.0730, 0.0954], [0.0772, -0.0473, -0.1126], [-0.1407, -0.0287, 0.0683], [0.0718, 0.0214, 0.1046], [0.0195, 0.0364, -0.0049], [0.1422, 0.0588, -0.1089], [0.0773, 0.0416, 0.0100], [0.0996, 0.0878, -0.0330], [0.0534, -0.0254, 0.0944], [0.0259, -0.0963, 0.1066], [-0.0138, -0.0536, -0.0781], [-0.1518, -0.0251, 0.0520], [-0.0137, 0.0197, 0.0558], [0.0027, 0.0385, 0.0237], [0.0062, 0.0818, -0.0911], [-0.0833, -0.0372, -0.0290], [-0.0877, 0.0043, -0.0320], [0.0517, -0.0967, -0.0520], [-0.0566, -0.0070, 0.0312], [-0.0680, 0.0589, 0.1169], [-0.0402, -0.0862, 0.0702], [-0.0334, -0.0767, 0.0543], [-0.0003, 0.0116, -0.0003], [0.1462, 0.0368, -0.0566], [-0.0595, 0.0288, -0.0021], [0.0920, 0.1164, 0.0584], [-0.1036, -0.2468, 0.0137]],
  "lowdin_charge": [0.70, 0.88, 0.83, -0.13, -0.30, -0.24, -0.26, -0.36, 0.05, 0.18, 0.17, -0.20, -0.22, -0.11, -0.11, -0.58, -0.19, -0.09, -0.03, -0.10, -0.55, -0.08, -0.09, -0.23, -0.07, -0.11, -0.01, 0.03, -0.10, -0.14, -0.02, -0.08, -0.30, -0.27, -0.07, -0.19, -0.01, 0.04, -0.09, -0.29, -0.06, 0.13, 0.16, 0.12, 0.10, 0.13, 0.12, 0.10, 0.11, 0.04, 0.10, 0.10, 0.11, 0.10, 0.11, 0.11, 0.10, 0.08, 0.12, 0.10, 0.11, 0.09, 0.08, 0.10, 0.11, 0.08, 0.10, 0.08],
  "homo_lumo_gap_ev": 7.21,
  "fmax_ev_per_a": 1.5,
  "lumo_energy_ev": -0.6,
  "homo_energy_ev": -7.77
}

# 2
{
  "formula": "C23H41AuN5S2Si3",
  "method": "the ωB97M-V functional and the def2-TZVPD basis",
  "elements": ["Au", "S", "S", "Si", "Si", "Si", "N", "N", "N", "N", "N", "C", "C", "C", "C", "C", "C", "C", "C", "C", "C", "C", "C", "C", "C", "C", "C", "C", "C", "C", "C", "C", "C", "C", "H", "H", "H", "H", "H", "H", "H", "H", "H", "H", "H", "H", "H", "H", "H", "H", "H", "H", "H", "H", "H", "H", "H", "H", "H", "H", "H", "H", "H", "H", "H", "H", "H", "H", "H", "H", "H", "H", "H", "H", "H"],
  "positions_angstrom": [[-0.642, -0.486, -0.313], [-1.575, -2.710, -0.864], [1.147, -1.287, -2.510], [1.628, 1.812, 0.150], [-0.161, 0.791, 2.620], [-1.445, 2.546, 0.317], [-1.476, 0.944, -1.919], [-1.672, -3.807, 1.527], [3.644, -1.123, -3.299], [3.210, -2.800, -1.791], [-3.726, -3.428, 0.435], [-0.092, 1.319, 0.794], [-0.310, 2.345, 3.683], [-1.018, 4.368, 0.531], [2.325, 3.190, 1.244], [-3.710, -4.474, 2.553], [2.770, -1.782, -2.533], [-1.662, -0.325, 2.923], [4.585, -3.294, -1.822], [-5.889, -3.986, 1.351], [5.518, -2.140, -2.154], [5.045, -1.503, -3.451], [-1.750, 2.194, -1.528], [-4.396, -3.965, 1.450], [-2.410, -3.389, 0.513], [1.550, 2.470, -1.618], [-2.228, 1.393, -4.119], [-3.132, 2.221, 1.093], [1.381, -0.173, 3.115], [-1.700, 0.539, -3.168], [-2.531, 2.695, -3.743], [-2.330, -4.362, 2.537], [2.882, 0.391, 0.172], [-2.290, 3.096, -2.439], [-0.196, 4.678, -0.115], [1.572, -1.005, 2.433], [3.445, 0.357, 1.106], [1.177, 1.714, -2.312], [-2.583, 0.250, 3.017], [-1.529, -0.899, 3.843], [-1.240, 2.881, 3.479], [-0.307, 2.074, 4.741], [-6.188, -4.163, 0.320], [-0.739, 4.590, 1.563], [-3.878, 2.865, 0.623], [2.551, 2.761, -1.944], [4.684, -4.079, -2.577], [1.678, 4.068, 1.266], [2.524, -3.307, -1.260], [0.520, 3.032, 3.511], [-1.442, -0.486, -3.402], [2.405, -0.580, 0.031], [0.908, 3.350, -1.699], [4.821, -3.724, -0.851], [2.270, 0.461, 3.130], [2.474, 2.852, 2.271], [-1.796, -1.042, 2.107], [5.623, -0.612, -3.689], [1.257, -0.590, 4.117], [-2.397, 1.041, -5.126], [-3.143, 2.430, 2.165], [5.483, -1.400, -1.352], [3.269, -0.379, -3.861], [6.541, -2.497, -2.256], [3.593, 0.533, -0.646], [-6.285, -3.014, 1.654], [-1.721, -4.719, 3.359], [-3.444, 1.185, 0.946], [-2.517, 4.105, -2.120], [-1.888, 4.983, 0.290], [-6.317, -4.748, 1.999], [5.156, -2.211, -4.278], [-4.230, -4.922, 3.387], [3.296, 3.502, 0.853], [-2.953, 3.386, -4.461]],
  "forces_ev_per_angstrom": [[-0.2243, 0.2841, 0.1363], [0.3790, 0.4095, -0.6587], [-0.2483, -0.0619, -0.0902], [0.2480, 0.1189, -0.1074], [0.0021, -0.1844, 0.0004], [-0.1140, -0.0036, -0.0288], [0.0972, -0.4025, 0.2393], [0.5365, 0.1864, -0.4335], [0.1852, -0.1277, -0.0451], [0.2250, -0.1173, -0.0396], [0.1723, 0.1852, -0.7467], [0.0234, -0.0287, -0.1685], [0.0098, -0.1694, -0.1764], [0.0113, -0.2584, -0.0192], [-0.1527, -0.1790, -0.0795], [0.1206, 0.1464, -0.1856], [-0.0905, 0.1691, 0.1105], [0.1352, 0.1492, -0.0475], [0.1206, 0.0725, -0.0244], [0.0638, -0.0034, 0.0338], [-0.1264, 0.0079, -0.0539], [0.0668, -0.0889, 0.0830], [-0.0455, 0.2999, 0.1421], [-0.1114, -0.1435, 0.3513], [-0.5797, -0.2580, 1.3169], [-0.1588, -0.0497, 0.1900], [0.0133, 0.0102, 0.0519], [0.2512, -0.0419, 0.0367], [-0.1464, 0.1369, -0.0742], [-0.0261, 0.0269, -0.0831], [0.0094, -0.0082, 0.0037], [-0.1995, -0.1419, 0.2304], [-0.1734, 0.0455, 0.1310], [0.0347, -0.0729, -0.0660], [0.0008, -0.0041, 0.0194], [-0.0158, 0.0063, 0.0040], [-0.0207, 0.0438, -0.0153], [0.0209, -0.0273, 0.0074], [0.0056, -0.0123, -0.0220], [0.0344, 0.0114, 0.0197], [0.0146, -0.0025, 0.0388], [-0.0179, -0.0198, 0.0083], [-0.0179, 0.0013, 0.0009], [-0.0125, -0.0147, -0.0035], [0.0293, 0.0310, -0.0244], [0.0225, 0.0047, 0.0489], [-0.0190, -0.0354, 0.0475], [0.0171, -0.0073, 0.0123], [-0.1301, 0.0757, -0.0198], [-0.0078, -0.0073, 0.0060], [-0.0212, 0.0173, -0.0361], [0.0334, 0.0219, -0.0119], [0.0387, -0.0025, -0.0288], [-0.0401, 0.0050, 0.0135], [-0.0100, -0.0216, -0.0012], [0.0243, 0.0058, -0.0122], [-0.0192, -0.0345, 0.0670], [-0.0352, 0.0233, 0.0059], [-0.0320, 0.0298, 0.0169], [0.0002, -0.0033, 0.0024], [-0.0187, -0.0057, -0.0235], [0.0519, -0.0078, 0.0177], [-0.0984, 0.0168, 0.0356], [-0.0023, -0.0136, -0.0043], [-0.0136, 0.0252, -0.0258], [-0.0152, -0.0033, -0.0099], [-0.0516, -0.0106, 0.0159], [0.0055, 0.0067, -0.0059], [0.0034, 0.0011, -0.0164], [-0.0241, -0.0205, -0.0018], [-0.0153, 0.0159, -0.0035], [0.0113, 0.0485, -0.0205], [-0.0075, -0.0241, -0.0081], [0.0125, -0.0208, -0.0187], [0.0112, -0.0001, -0.0037]],
  "lowdin_charge": [0.62, 0.79, 0.60, 0.40, 0.41, 0.48, -0.04, 0.06, 0.02, 0.03, 0.11, -0.53, -0.16, -0.16, -0.16, 0.01, -0.83, -0.18, -0.15, -0.02, -0.16, -0.16, -0.30, -0.31, -0.81, -0.18, -0.03, -0.17, -0.18, -0.14, -0.04, -0.11, -0.20, -0.04, 0.03, 0.03, 0.03, 0.00, 0.02, 0.04, 0.02, 0.04, 0.09, 0.03, 0.04, 0.04, 0.13, 0.02, 0.13, 0.02, 0.08, -0.02, 0.02, 0.13, 0.02, 0.02, -0.02, 0.13, 0.04, 0.11, 0.03, 0.12, 0.13, 0.12, 0.03, 0.09, 0.12, 0.03, 0.11, 0.04, 0.08, 0.13, 0.12, 0.04, 0.12],
  "homo_lumo_gap_ev": [8.86, 5.36],
  "spin_multiplicity": 3,
  "fmax_ev_per_a": 1.5,
  "lumo_energy_ev": [-1.9, -5.5],
  "charge": 1,
  "homo_energy_ev": [-10.77, -10.84]
}

Across the entries above, relative energy (zero: lowest compared OMol25 entry of this formula, charge and spin) takes the values 1.732, 0.880 eV, respectively.